w:
{
  "formula": "C5H10OS",
  "method": "ωB97M-V/def2-TZVPD",
  "multiplicity": 3,
  "total_charge": 0,
  "e_lumo_ev": [0.8, -1.4],
  "s_squared": 2.016,
  "elements": ["C", "C", "C", "C", "C", "O", "S", "H", "H", "H", "H", "H", "H", "H", "H", "H", "H"],
  "xyz": [[2.167, -0.636, 0.109], [-2.046, -1.324, 1.004], [1.464, 0.422, 0.239], [1.489, 1.857, 0.222], [-1.335, -0.567, -1.464], [-1.642, 1.248, 0.492], [-1.069, -0.120, 0.401], [1.661, -1.619, -0.175], [3.265, -0.601, 0.332], [-2.716, -1.039, 1.893], [-1.505, -2.219, 1.348], [2.255, 2.243, -0.532], [0.414, 2.036, 0.067], [1.801, 2.408, 1.118], [-1.438, -1.662, -1.480], [-2.304, -0.127, -1.696], [-0.462, -0.300, -1.879]],
  "lowdin_spin": [0.095, 0.654, 0.600, 0.101, 0.110, 0.022, 0.220, 0.026, 0.037, 0.032, 0.037, 0.011, 0.028, 0.013, 0.005, 0.004, 0.006]
}



x:
{
  "formula": "C5H10OS",
  "method": "ωB97M-V/def2-TZVPD",
  "multiplicity": 3,
  "total_charge": 0,
  "e_lumo_ev": [0.5, -4.1],
  "s_squared": 2.008,
  "elements": ["C", "C", "C", "C", "C", "O", "S", "H", "H", "H", "H", "H", "H", "H", "H", "H", "H"],
  "xyz": [[-0.038, -0.465, 0.310], [0.235, 0.388, 1.230], [0.599, 1.108, 2.219], [2.239, -0.670, -0.663], [0.751, -0.657, -0.906], [-2.891, 1.610, -0.112], [-2.905, 0.466, 0.756], [-1.051, -0.824, 0.321], [0.210, 2.040, 2.415], [-4.285, 0.044, 0.701], [1.272, 0.718, 3.033], [2.845, -1.027, -1.545], [2.519, 0.296, -0.307], [2.456, -1.357, 0.198], [0.536, -0.007, -1.737], [0.512, -1.508, -1.506], [-3.357, 0.952, 2.021]],
  "lowdin_spin": [0.274, 0.255, 0.162, 0.013, 0.053, 0.290, 0.568, 0.048, 0.027, 0.098, 0.029, 0.002, 0.001, 0.001, 0.019, 0.007, 0.153]
}



Calculated relative energies: w 0.0; x 265.8, given in kJ/mol



w:
{
  "formula": "C22H25N5O4S2",
  "method": "ωB97M-V/def2-TZVPD",
  "smiles": "Cc1cccc(C)c1NC(=S)N/N=C1\\C(=O)N(C)c2ccc(S(=O)(=O)N3CCOCC3)cc21",
  "total_charge": 0,
  "e_lumo_ev": -1.1,
  "elements": ["C", "C", "C", "C", "C", "C", "C", "C", "N", "C", "S", "N", "N", "C", "C", "O", "N", "C", "C", "C", "C", "C", "S", "O", "O", "N", "C", "C", "O", "C", "C", "C", "C", "H", "H", "H", "H", "H", "H", "H", "H", "H", "H", "H", "H", "H", "H", "H", "H", "H", "H", "H", "H", "H", "H", "H", "H", "H"],
  "xyz": [[-3.250, -1.986, 0.781], [-3.373, -2.336, 2.234], [-4.201, -3.363, 2.656], [-4.310, -3.670, 4.002], [-3.573, -2.967, 4.933], [-2.722, -1.938, 4.549], [-1.895, -1.225, 5.569], [-2.652, -1.615, 3.193], [-1.809, -0.576, 2.737], [-1.920, 0.728, 3.025], [-3.023, 1.437, 4.022], [-1.016, 1.543, 2.377], [-0.204, 1.053, 1.466], [0.634, 1.817, 0.847], [0.850, 3.272, 1.044], [0.273, 4.021, 1.813], [1.853, 3.640, 0.178], [2.366, 4.980, 0.078], [2.289, 2.555, -0.555], [3.279, 2.497, -1.521], [3.522, 1.270, -2.124], [2.792, 0.149, -1.766], [3.097, -1.402, -2.616], [2.678, -2.466, -1.753], [4.437, -1.379, -3.121], [2.094, -1.447, -3.938], [0.682, -1.666, -3.733], [-0.090, -0.342, -3.750], [0.188, 0.390, -4.924], [1.564, 0.680, -5.043], [2.398, -0.607, -5.072], [1.813, 0.187, -0.788], [1.561, 1.403, -0.179], [-2.249, -2.215, 0.412], [-3.436, -0.925, 0.622], [-3.965, -2.555, 0.193], [-4.769, -3.920, 1.927], [-4.966, -4.466, 4.320], [-3.646, -3.220, 5.981], [-2.379, -0.291, 5.858], [-0.911, -0.979, 5.173], [-1.778, -1.838, 6.458], [-1.176, -0.787, 1.972], [-1.026, 2.541, 2.603], [1.812, 5.592, 0.790], [2.220, 5.374, -0.929], [3.428, 5.005, 0.327], [3.847, 3.371, -1.798], [4.293, 1.162, -2.870], [0.570, -2.186, -2.782], [0.316, -2.309, -4.541], [-1.166, -0.523, -3.758], [0.173, 0.260, -2.866], [1.675, 1.232, -5.977], [1.882, 1.316, -4.203], [3.466, -0.395, -5.043], [2.165, -1.168, -5.984], [1.290, -0.713, -0.513]],
  "nbo_charge": [-0.636, -0.026, -0.212, -0.196, -0.205, -0.011, -0.643, 0.187, -0.619, 0.267, -0.183, -0.405, -0.158, 0.049, 0.631, -0.596, -0.426, -0.421, 0.278, -0.289, -0.161, -0.364, 2.339, -0.940, -0.938, -0.676, -0.260, -0.087, -0.524, -0.087, -0.260, -0.153, -0.115, 0.209, 0.224, 0.223, 0.209, 0.214, 0.210, 0.247, 0.217, 0.216, 0.423, 0.442, 0.250, 0.208, 0.208, 0.230, 0.244, 0.237, 0.207, 0.200, 0.165, 0.200, 0.166, 0.238, 0.207, 0.248]
}



x:
{
  "formula": "C22H25N5O4S2",
  "method": "ωB97M-V/def2-TZVPD",
  "smiles": "Cc1ccc(NC(=O)CSc2nnc(-c3ccc(S(=O)(=O)N4CCOCC4)cc3)n2C)cc1",
  "total_charge": 0,
  "e_lumo_ev": 0.0,
  "elements": ["C", "C", "C", "C", "C", "N", "C", "O", "C", "S", "C", "N", "N", "C", "C", "C", "C", "C", "S", "O", "O", "N", "C", "C", "O", "C", "C", "C", "C", "N", "C", "C", "C", "H", "H", "H", "H", "H", "H", "H", "H", "H", "H", "H", "H", "H", "H", "H", "H", "H", "H", "H", "H", "H", "H", "H", "H", "H"],
  "xyz": [[-6.002, -4.749, -0.090], [-5.657, -3.300, 0.074], [-6.474, -2.304, -0.445], [-6.174, -0.964, -0.278], [-5.033, -0.596, 0.424], [-4.660, 0.734, 0.648], [-5.230, 1.860, 0.175], [-6.207, 1.935, -0.538], [-4.509, 3.123, 0.655], [-3.007, 3.490, -0.311], [-1.866, 2.442, 0.467], [-2.115, 1.566, 1.411], [-0.963, 0.963, 1.722], [-0.011, 1.476, 0.988], [1.383, 1.074, 1.053], [1.673, -0.269, 1.297], [2.986, -0.693, 1.347], [4.002, 0.225, 1.160], [5.705, -0.338, 1.149], [6.541, 0.747, 1.567], [5.768, -1.586, 1.849], [6.133, -0.673, -0.432], [5.487, -1.802, -1.049], [4.179, -1.369, -1.757], [3.982, 0.024, -1.652], [5.087, 0.749, -2.143], [6.354, 0.450, -1.307], [3.734, 1.566, 0.972], [2.421, 1.995, 0.917], [-0.539, 2.436, 0.155], [0.084, 3.193, -0.893], [-4.204, -1.586, 0.949], [-4.516, -2.919, 0.773], [-6.672, -4.896, -0.933], [-5.105, -5.346, -0.243], [-6.500, -5.118, 0.808], [-7.364, -2.578, -0.992], [-6.818, -0.205, -0.690], [-3.795, 0.848, 1.187], [-4.211, 3.053, 1.700], [-5.158, 3.983, 0.492], [0.857, -0.959, 1.442], [3.243, -1.723, 1.540], [6.186, -2.246, -1.766], [5.298, -2.521, -0.253], [3.300, -1.819, -1.293], [4.207, -1.656, -2.820], [4.803, 1.800, -2.077], [5.254, 0.491, -3.199], [7.202, 0.221, -1.962], [6.629, 1.286, -0.664], [4.556, 2.257, 0.885], [2.208, 3.046, 0.798], [0.380, 4.181, -0.533], [0.960, 2.656, -1.255], [-0.630, 3.322, -1.707], [-3.315, -1.300, 1.493], [-3.866, -3.677, 1.185]],
  "nbo_charge": [-0.623, -0.041, -0.200, -0.247, 0.209, -0.647, 0.661, -0.609, -0.603, 0.285, 0.184, -0.364, -0.259, 0.306, -0.083, -0.172, -0.184, -0.310, 2.326, -0.939, -0.937, -0.651, -0.272, -0.090, -0.529, -0.090, -0.266, -0.192, -0.151, -0.353, -0.416, -0.257, -0.192, 0.214, 0.213, 0.217, 0.208, 0.250, 0.439, 0.251, 0.259, 0.240, 0.242, 0.204, 0.243, 0.200, 0.171, 0.197, 0.168, 0.203, 0.240, 0.237, 0.209, 0.212, 0.234, 0.228, 0.217, 0.206]
}



Calculated relative energies: w 0.0; x 31.4, given in kJ/mol



w:
{
  "formula": "C3H11N2O2",
  "method": "ωB97M-V/def2-TZVPD",
  "total_charge": 1,
  "e_lumo_ev": -3.6,
  "elements": ["N", "C", "C", "C", "N", "O", "H", "H", "H", "H", "H", "H", "H", "H", "H", "H", "H", "O"],
  "xyz": [[1.087, -1.624, -0.815], [1.039, -0.097, -0.554], [0.420, 0.802, -1.618], [0.240, 0.103, 0.704], [0.132, 1.316, 1.306], [-0.227, -0.866, 1.292], [0.408, -2.107, -0.203], [2.015, -1.998, -0.574], [0.817, -1.691, -1.818], [2.106, 0.112, -0.489], [-0.659, 0.720, -1.540], [0.875, 0.513, -2.579], [0.791, 1.859, -1.568], [-0.506, 1.376, 2.085], [0.563, 2.157, 0.970], [-2.320, -0.543, -0.220], [-2.792, 0.331, 0.850], [-2.266, 0.385, 0.041]],
  "nbo_charge": [-0.694, -0.137, -0.650, 0.673, -0.782, -0.638, 0.476, 0.453, 0.450, 0.241, 0.263, 0.230, 0.269, 0.428, 0.408, 0.467, 0.488, -0.945]
}



x:
{
  "formula": "C3H11N2O2",
  "method": "ωB97M-V/def2-TZVPD",
  "total_charge": 1,
  "e_lumo_ev": -3.5,
  "elements": ["N", "C", "C", "N", "C", "O", "H", "H", "H", "H", "H", "H", "H", "H", "H", "H", "H", "O"],
  "xyz": [[-1.678, 1.473, -0.869], [-0.627, 0.683, -0.197], [0.418, 0.466, -1.256], [1.507, -0.290, -1.035], [1.918, -0.900, 0.231], [0.153, 0.798, -2.413], [-2.526, 0.927, -0.989], [-1.299, 1.639, -1.836], [-1.897, 2.367, -0.439], [-0.101, 1.208, 0.612], [-1.007, -0.248, 0.227], [2.205, -0.243, -1.759], [2.974, -1.126, 0.323], [1.408, -1.866, 0.351], [1.550, -0.322, 1.077], [-0.372, -1.822, 3.055], [-1.776, -1.315, 2.589], [-0.850, -1.427, 2.326]],
  "nbo_charge": [-0.686, -0.350, 0.643, -0.561, -0.433, -0.622, 0.444, 0.478, 0.446, 0.260, 0.285, 0.429, 0.243, 0.216, 0.204, 0.494, 0.484, -0.973]
}



Calculated relative energies: w 20.0; x 0.0, given in kJ/mol